(1)
C3H10N2O2 | the ωB97M-V functional and the def2-TZVPD basis

Output
Charge ... +1
Spin multiplicity ... 2
Energy relative to the best compared isomer or geometry (same formula, charge and spin) ... 92.0 kcal per mole
Highest occupied orbital energy (spin up / spin down) ... -14.2 / -14.2 eV

Element x y z (Å)
O1 1.4117 0.3890 2.0312
C1 1.4703 0.3759 0.8075
C2 0.8227 -0.7093 -0.2171
N1 -0.2111 -0.0487 -1.1108
C3 -0.2622 1.4200 -1.0874
N2 1.2050 1.6924 -1.2973
H1 2.5168 0.6965 0.5053
H2 0.2504 -1.3306 0.5163
H3 1.7160 -1.0239 -0.7441
H4 -1.0435 -0.5989 -1.2024
H5 -0.9137 1.7723 -1.9278
H6 -0.4909 1.8387 -0.0896
H7 1.5810 0.9339 -1.9128
H8 1.2570 2.5510 -1.7661
H9 -3.6428 -2.7055 1.9304
H10 -2.6680 -2.2255 3.0102
O2 -2.9986 -3.0273 2.5544

These are the Löwdin partial charges, in e, on atoms 1 to 6:
1. O 0.1629
2. C -0.1827
3. C -0.0170
4. N 0.0991
5. C -0.1702
6. N 0.0301

(2)
C3H10N2O2S | the ωB97M-V functional and the def2-TZVPD basis

Output
Charge ... 0
SMILES ... NC(=O)NCCS.O
Energy relative to the best compared isomer or geometry (same formula, charge and spin) ... 18.4 kcal per mole
Highest occupied orbital energy ... -8.7 eV

Element x y z (Å)
N1 1.5470 -0.4202 0.9909
C1 0.4948 0.1058 1.6847
O1 0.4353 0.1394 2.9011
N2 -0.6457 0.4308 0.9368
C2 -0.8150 0.2021 -0.4947
C3 -1.6738 -1.1079 -0.7266
S1 -0.9011 -2.6380 -0.3487
H1 2.4156 -0.5087 1.5409
H2 1.8078 0.0462 0.0928
H3 -1.3775 0.7376 1.5650
H4 0.1931 0.1839 -0.8764
H5 -1.3891 0.9912 -0.9816
H6 -2.0061 -1.1189 -1.7630
H7 -2.6223 -0.9760 -0.1543
H8 -0.1070 -2.4409 0.6594
O2 1.4245 1.8783 -1.4567
H9 1.2255 2.8117 -1.3641
H10 1.9939 1.6838 -2.2056

These are the Löwdin partial charges, in e, on atoms 1 to 6:
1. N 0.1335
2. C -0.6376
3. O 0.0308
4. N 0.0447
5. C -0.2459
6. C -0.5840

(3)
C3H10N2O3 | the ωB97M-V functional and the def2-TZVPD basis

Output
Charge ... 0
SMILES ... NC(=O)NCCO.O
Energy relative to the best compared isomer or geometry (same formula, charge and spin) ... 42.0 kcal per mole
Highest occupied orbital energy ... -9.8 eV

Element x y z (Å)
N1 -1.2030 -0.2660 -1.5842
C1 -1.2659 -1.2505 -0.5625
O1 -2.3396 -1.8560 -0.6192
N2 -0.2547 -1.2201 0.4901
C2 1.1434 -0.9399 -0.0197
C3 1.4360 0.6334 0.0774
O2 1.4656 1.0450 -1.2760
H1 -0.4424 0.3150 -1.8121
H2 -1.9698 -0.1009 -2.0513
H3 -0.2936 -2.1651 0.8784
H4 1.2105 -1.1479 -1.0748
H5 2.0201 -1.4629 0.2531
H6 0.5874 0.9656 0.6765
H7 2.3483 0.8887 0.6055
H8 0.9328 1.8666 -1.3324
O3 -0.7585 1.6896 2.3209
H9 -0.9987 0.8770 2.7480
H10 -1.6178 2.1285 2.2824

These are the Löwdin partial charges, in e, on atoms 1 to 6:
1. N 0.1845
2. C -0.4993
3. O 0.0193
4. N 0.0638
5. C -0.1413
6. C -0.2210

(4)
C3H10N2O3 | the ωB97M-V functional and the def2-TZVPD basis

Output
Charge ... 0
SMILES ... [NH3+]C(=O)[O-].NCCO
Energy relative to the best compared isomer or geometry (same formula, charge and spin) ... 39.5 kcal per mole
Highest occupied orbital energy ... -9.9 eV

Element x y z (Å)
N1 0.7781 -0.3313 -1.7457
C1 -0.3630 -1.7178 -1.6317
O1 0.2214 -2.7873 -1.9379
O2 -1.5080 -1.3845 -1.2594
H1 0.1131 0.4883 -1.1157
H2 1.5269 -0.9826 -1.4947
H3 0.8150 -0.2011 -2.7420
N2 -0.8300 1.2467 -0.3558
C2 -0.3711 1.2218 1.0491
C3 0.3303 -0.0436 1.4258
O3 0.6350 0.0078 2.8407
H4 -1.5902 0.5472 -0.3890
H5 -1.1681 2.2062 -0.5728
H6 -1.2174 1.3465 1.7262
H7 0.3124 2.0311 1.1639
H8 -0.3236 -0.9541 1.2075
H9 1.2582 -0.1094 0.8901
H10 1.3809 -0.5839 2.9415

These are the Löwdin partial charges, in e, on atoms 1 to 6:
1. N 0.0952
2. C -0.5664
3. O -0.0093
4. O -0.0243
5. H 0.0852
6. H 0.0835

(5)
C3H10N2O4 | the ωB97M-V functional and the def2-TZVPD basis

Output
Charge ... 0
SMILES ... NC(N)(CO)C(=O)O.O
Energy relative to the best compared isomer or geometry (same formula, charge and spin) ... 20.7 kcal per mole
Highest occupied orbital energy ... -9.5 eV

Element x y z (Å)
N1 0.6339 -0.4546 -1.3848
C1 0.1799 0.3589 -0.2703
N2 1.3078 0.8599 0.4984
C2 -0.6500 1.5430 -0.8593
O1 -0.0502 2.0937 -1.9985
C3 -0.8031 -0.4399 0.5873
O2 -1.4937 -1.4066 0.2063
O3 -1.0466 0.1538 1.7575
H1 0.7508 -1.4181 -1.1000
H2 1.5446 -0.1021 -1.6673
H3 1.7636 0.0792 0.9628
H4 1.0133 1.5216 1.2067
H5 -0.7276 2.3433 -0.1220
H6 -1.6573 1.1692 -1.0908
H7 0.0836 1.3660 -2.6213
H8 -1.8028 -0.2833 2.1808
O4 0.6011 -2.2331 1.1190
H9 -0.4003 -2.3963 0.6779
H10 0.7532 -2.7547 1.9177

These are the Löwdin partial charges, in e, on atoms 1 to 6:
1. N 0.1038
2. C -0.5160
3. N 0.1052
4. C -0.1945
5. O -0.0449
6. C -0.4707

(6)
C3H10N2OS | the ωB97M-V functional and the def2-TZVPD basis

Output
Charge ... 0
SMILES ... C/C=N/C.NSO
Energy relative to the best compared isomer or geometry (same formula, charge and spin) ... 75.8 kcal per mole
Highest occupied orbital energy ... -8.8 eV

Element x y z (Å)
C1 -2.4311 1.6769 -0.1437
C2 -0.9770 1.2584 -0.2373
N1 -0.4613 1.2273 -1.4204
C3 0.9274 1.0148 -1.6427
H1 -2.6731 2.3093 0.6852
H2 -3.1884 0.8122 -0.1246
H3 -2.6671 2.1540 -1.1144
H4 -0.5846 0.9501 0.6527
H5 1.2528 1.8673 -2.3310
H6 1.5067 0.9812 -0.8336
H7 1.1851 0.1037 -2.2046
N2 1.3880 -2.3721 0.4149
S1 0.6523 -1.9281 1.8476
O1 1.2649 -2.9085 3.0214
H8 2.1001 -1.8758 0.0851
H9 0.6365 -2.7182 -0.1521
H10 2.0687 -2.5525 3.4973

These are the Löwdin partial charges, in e, on atoms 1 to 6:
1. C -0.0901
2. C -0.2061
3. N -0.0290
4. C -0.1600
5. H 0.0492
6. H 0.0956

(7)
C3H10N2OS | the ωB97M-V functional and the def2-TZVPD basis

Output
Charge ... 0
SMILES ... CN=[S@@](C)(=O)NC
Energy relative to the best compared isomer or geometry (same formula, charge and spin) ... 138.4 kcal per mole
Highest occupied orbital energy ... -7.8 eV

Element x y z (Å)
C1 2.6379 0.3054 -0.6043
N1 1.4227 0.8393 -0.0256
S1 -0.1527 -0.0859 -0.6040
C2 -1.0006 1.0570 -1.7626
O1 0.0095 -1.3927 -1.0659
N2 -1.3469 0.0994 0.6248
C3 -1.3542 -0.9949 1.6263
H1 2.2551 -0.5626 -1.1968
H2 3.3475 0.0314 0.1700
H3 3.2518 0.9365 -1.4357
H4 -0.4071 1.1534 -2.7526
H5 -1.9506 0.7759 -1.9828
H6 -0.8418 2.0323 -1.1735
H7 -1.0067 0.9071 1.2061
H8 -0.2610 -1.3490 1.6519
H9 -1.8299 -0.5165 2.4792
H10 -2.0896 -1.8009 1.1896

These are the Löwdin partial charges, in e, on atoms 1 to 6:
1. C -0.3220
2. N -0.2613
3. S 0.7606
4. C -0.1679
5. O -0.3450
6. N -0.2690

(8)
C3H10N2OS | the ωB97M-V functional and the def2-TZVPD basis

Output
Charge ... +1
Spin multiplicity ... 2
Energy relative to the best compared isomer or geometry (same formula, charge and spin) ... 16.6 kcal per mole
Highest occupied orbital energy (spin up / spin down) ... -13.8 / -13.7 eV

Element x y z (Å)
C1 -2.2484 -0.6867 1.7964
C2 -0.8114 -0.9046 1.2719
S1 -0.7705 -1.4438 -0.3916
H1 -2.7332 -1.6840 1.9673
H2 -2.8343 0.0438 1.2031
H3 -2.2102 -0.2951 2.8316
H4 -0.3323 0.0776 1.3595
H5 -0.3134 -1.5835 2.0213
H6 0.5527 -1.5065 -0.5714
N1 0.5444 1.6454 -1.1817
C3 1.8583 1.1878 -1.1323
N2 1.9722 0.0418 -1.9372
O1 2.7925 1.7503 -0.5520
H7 -0.1971 0.9118 -1.0956
H8 0.3738 2.4974 -0.6697
H9 1.4124 0.1973 -2.8110
H10 2.9446 -0.2491 -2.1086

These are the Löwdin partial charges, in e, on atoms 1 to 6:
1. C -0.1439
2. C -0.5494
3. S 1.1474
4. H 0.0994
5. H 0.0926
6. H 0.0981

(9)
C3H10N2P | the ωB97M-V functional and the def2-TZVPD basis

Output
Charge ... +1
SMILES ... CP/[NH+]=C(/C)N
Energy relative to the best compared isomer or geometry (same formula, charge and spin) ... 31.7 kcal per mole
Highest occupied orbital energy ... -14.4 eV

Element x y z (Å)
C1 -2.8170 -0.7693 -0.4589
P1 -1.8098 0.7738 0.1992
N1 0.1105 -0.2948 0.4340
C2 1.1442 0.3156 0.0513
C3 2.4819 -0.3402 0.1762
N2 1.0991 1.5231 -0.3268
H1 -3.7182 -0.7318 -0.0346
H2 -2.1309 -1.5485 -0.0273
H3 -2.8372 -0.6457 -1.5541
H4 -2.0174 0.4594 1.5485
H5 0.0302 -1.3569 0.2464
H6 2.5344 -0.9464 1.0430
H7 3.1223 0.4425 0.3382
H8 2.6472 -0.9031 -0.8644
H9 1.9870 1.9726 -0.3931
H10 0.1735 2.0497 -0.3776

These are the Löwdin partial charges, in e, on atoms 1 to 6:
1. C -0.2673
2. P 1.0107
3. N -0.0049
4. C -0.6039
5. C 0.0333
6. N 0.1811

(10)
C3H10N2S | the ωB97M-V functional and the def2-TZVPD basis

Output
Charge ... 0
Energy relative to the best compared isomer or geometry (same formula, charge and spin) ... 95.1 kcal per mole
Highest occupied orbital energy ... -7.8 eV

Element x y z (Å)
C1 -2.0336 -1.0345 0.2840
C2 0.0264 2.0311 -0.2446
C3 2.1373 -1.1036 0.4245
N1 -1.0936 -0.6081 -0.7647
N2 -0.0503 0.0722 -0.3486
S1 1.4524 -0.3155 -1.0065
H1 -2.4656 -1.9700 -0.0274
H2 -1.5169 -1.0350 1.2454
H3 -2.8051 -0.3253 0.2203
H4 0.4723 2.1016 -1.2934
H5 -0.9493 2.4405 -0.0733
H6 0.7809 2.3156 0.4534
H7 2.1337 -0.3526 1.2251
H8 3.1278 -1.2753 0.2135
H9 1.5717 -2.0466 0.6661
H10 -1.5069 -0.6358 -1.7260

These are the Löwdin partial charges, in e, on atoms 1 to 6:
1. C -0.0805
2. C 0.0188
3. C -0.4208
4. N -0.2449
5. N -0.5241
6. S 0.7904

Question: What is the formula in the third record?
Answer: C3H10N2O3

Copy entry 3 word for word.
C3H10N2O3 | the ωB97M-V functional and the def2-TZVPD basis

Output
Charge ... 0
SMILES ... NC(=O)NCCO.O
Energy relative to the best compared isomer or geometry (same formula, charge and spin) ... 42.0 kcal per mole
Highest occupied orbital energy ... -9.8 eV

Element x y z (Å)
N1 -1.2030 -0.2660 -1.5842
C1 -1.2659 -1.2505 -0.5625
O1 -2.3396 -1.8560 -0.6192
N2 -0.2547 -1.2201 0.4901
C2 1.1434 -0.9399 -0.0197
C3 1.4360 0.6334 0.0774
O2 1.4656 1.0450 -1.2760
H1 -0.4424 0.3150 -1.8121
H2 -1.9698 -0.1009 -2.0513
H3 -0.2936 -2.1651 0.8784
H4 1.2105 -1.1479 -1.0748
H5 2.0201 -1.4629 0.2531
H6 0.5874 0.9656 0.6765
H7 2.3483 0.8887 0.6055
H8 0.9328 1.8666 -1.3324
O3 -0.7585 1.6896 2.3209
H9 -0.9987 0.8770 2.7480
H10 -1.6178 2.1285 2.2824

These are the Löwdin partial charges, in e, on atoms 1 to 6:
1. N 0.1845
2. C -0.4993
3. O 0.0193
4. N 0.0638
5. C -0.1413
6. C -0.2210

Question: Number 4 is which compound?
Answer: C3H10N2O3